ORCA calculation (ωB97M-V/def2-TZVPD) on the ion C4H8BrClFN2 with charge +1.

Each atom is followed by the atoms it is bonded to, with distances in Å.
Cartesian coordinates (Å):
1 C 0.641 -1.453 0.267  C2 1.530, N5 1.405, H10 1.152, H11 1.222
2 C 1.252 -0.247 -0.448  C1 1.530, N6 1.466, H12 1.098, H13 1.065
3 C -0.612 1.432 -0.513  C4 1.529, N6 1.502, H14 1.117, H15 1.168
4 C -1.673 0.581 0.186  C3 1.529, Cl8 1.715, Br9 1.840
5 N -0.617 -1.768 -0.274  C1 1.405, F7 1.413
6 N 0.758 1.065 -0.019  C2 1.466, C3 1.502, H16 1.070, H17 1.034
7 F -1.216 -2.797 0.487  N5 1.413
8 Cl -1.399 0.572 1.879  C4 1.715
9 Br -3.208 0.210 -0.757  C4 1.840
10 H 1.243 -2.433 0.323  C1 1.152
11 H 0.441 -1.085 1.415  C1 1.222
12 H 2.337 -0.216 -0.283  C2 1.098
13 H 1.159 -0.210 -1.508  C2 1.065
14 H -0.485 1.168 -1.591  C3 1.117
15 H -0.675 2.533 -0.131  C3 1.168
16 H 0.551 0.863 1.011  N6 1.070
17 H 1.501 1.785 -0.042  N6 1.034

Calculated values
Lowest unoccupied orbital energy (spin up / spin down) = -4.770 / -4.534 eV
Total charge = +1
Energy relative to the best compared isomer or geometry (same formula, charge and spin) = 79.0 kcal per mole
Gap between HOMO and LUMO (spin up / spin down) = 9.111 / 7.935 eV